C4H9O | ωB97M-V with the def2-TZVPD basis set

Properties
Total energy (eV): -6332.0274
M (g mol⁻¹): 73.11

```
! RIJCOSX wB97M-V def2-TZVPD def2/J DEFGRID3
* xyz 1 1
C -2.977 0.005 0.023
C 0.629 1.133 0.168
C 1.366 0.132 -0.483
C 1.713 -1.139 0.104
O -1.807 -0.137 -0.217
H -3.696 -0.813 -0.138
H -3.393 0.944 0.413
H 0.698 2.132 -0.254
H 0.651 1.110 1.259
H -0.444 0.768 -0.057
H 1.299 -1.294 1.096
H 1.677 0.303 -1.512
H 2.810 -1.177 0.166
H 1.472 -1.968 -0.567
*
```



C32H72F10K2N9O20S10 | ωB97M-V with the def2-TZVPD basis set

Properties
Total energy (eV): -256876.5151
M (g mol⁻¹): 1491.82

```
! RIJCOSX wB97M-V def2-TZVPD def2/J DEFGRID3
* xyz 1 1
K 3.190 -19.757 6.586
K 1.721 -20.848 3.560
C -0.950 -22.435 16.036
C -0.384 -22.250 14.634
C 1.121 -22.015 14.659
N 1.787 -21.997 13.325
C 1.160 -21.015 12.411
C 1.664 -23.364 12.683
C 2.740 -23.353 11.604
C 3.810 -22.391 12.160
C 3.264 -21.862 13.485
H -0.898 -21.415 16.445
H -0.438 -23.035 16.784
H -2.000 -22.705 15.978
H -0.990 -21.624 13.980
H -0.548 -23.196 14.089
H 1.581 -22.620 15.436
H 1.263 -20.978 14.989
H 0.176 -21.304 12.075
H 1.858 -20.928 11.575
H 1.126 -19.974 12.741
H 0.630 -23.592 12.470
H 1.928 -24.072 13.473
H 2.340 -23.056 10.641
H 3.185 -24.339 11.500
H 4.137 -21.585 11.497
H 4.753 -22.944 12.192
H 3.534 -20.859 13.798
H 3.552 -22.570 14.259
C -6.228 -22.039 2.559
C -5.384 -22.262 3.810
C -5.573 -23.685 4.381
N -4.977 -23.884 5.720
C -5.205 -25.352 6.074
C -5.764 -23.120 6.778
C -4.857 -23.172 7.998
C -3.430 -23.517 7.526
C -3.529 -23.548 6.006
H -6.269 -20.956 2.418
H -7.278 -22.311 2.652
H -5.696 -22.439 1.700
H -5.602 -21.501 4.562
H -4.318 -22.147 3.616
H -4.917 -24.287 3.745
H -6.621 -23.940 4.254
H -4.529 -25.555 6.899
H -4.763 -25.904 5.245
H -6.266 -25.463 6.219
H -6.764 -23.533 6.799
H -5.694 -22.082 6.469
H -5.273 -23.440 8.975
H -4.835 -22.138 8.386
H -3.178 -24.474 7.954
H -2.751 -22.748 7.870
H -2.910 -24.274 5.487
H -3.414 -22.515 5.692
C -0.799 -24.077 3.259
C -0.294 -25.389 3.859
C -1.219 -26.543 3.503
N -0.622 -27.864 3.806
C 0.802 -28.016 3.416
C -1.392 -29.021 3.195
C -1.330 -30.153 4.184
C -1.116 -29.560 5.562
C -0.561 -28.156 5.324
H -1.806 -24.193 2.836
H -0.246 -23.872 2.340
H -0.845 -23.174 3.854
H -0.289 -25.346 4.952
H 0.732 -25.573 3.543
H -1.611 -26.512 2.487
H -2.093 -26.430 4.148
H 0.900 -27.738 2.363
H 1.085 -29.068 3.430
H 1.481 -27.447 4.032
H -1.113 -29.270 2.176
H -2.412 -28.637 3.127
H -0.495 -30.836 3.982
H -2.187 -30.819 4.097
H -0.567 -30.080 6.342
H -2.104 -29.494 6.035
H 0.488 -28.223 5.589
H -1.012 -27.404 5.970
C 8.050 -27.412 4.489
C 7.336 -26.172 4.970
C 7.239 -26.106 6.482
N 6.205 -25.096 6.974
C 6.364 -23.775 6.340
C 6.410 -25.012 8.495
C 5.014 -24.707 9.029
C 4.109 -25.648 8.229
C 4.842 -25.758 6.868
H 8.152 -27.515 3.406
H 7.530 -28.298 4.849
H 9.109 -27.409 4.760
H 6.371 -26.046 4.446
H 7.703 -25.215 4.570
H 8.209 -25.773 6.847
H 6.926 -27.071 6.864
H 6.386 -23.866 5.260
H 7.251 -23.277 6.718
H 5.494 -23.178 6.600
H 6.993 -24.102 8.626
H 6.899 -25.929 8.797
H 4.806 -23.659 8.821
H 4.919 -24.927 10.089
H 3.102 -25.305 8.003
H 4.018 -26.635 8.675
H 4.318 -25.244 6.058
H 4.850 -26.784 6.504
N 1.319 -21.651 5.990
S 0.141 -21.004 6.750
O 0.344 -20.652 8.111
O -1.122 -21.271 6.181
F 0.440 -19.523 6.016
S 1.276 -23.135 6.830
O 0.114 -23.941 6.773
O 1.970 -23.183 8.060
F 2.189 -24.035 5.832
N -1.443 -25.527 9.736
S 0.063 -25.800 10.013
O 0.924 -26.202 8.929
O 0.291 -26.430 11.280
F 0.521 -24.273 10.258
S -1.771 -26.859 8.744
O -1.147 -28.111 8.976
O -1.986 -26.426 7.395
F -3.211 -27.161 9.305
N -0.120 -20.541 1.601
S -1.587 -20.192 1.826
O -2.654 -21.009 1.350
O -1.860 -18.827 2.109
F -1.514 -20.596 3.458
S -0.171 -21.380 0.175
O -0.591 -20.766 -1.023
O -0.440 -22.774 0.335
F 1.421 -21.310 -0.039
N 1.843 -17.945 8.403
S 1.902 -18.067 9.988
O 0.764 -18.478 10.717
O 2.733 -17.099 10.620
F 2.847 -19.418 9.922
S 0.980 -16.601 8.138
O 1.679 -15.391 7.888
O -0.209 -16.464 8.901
F 0.342 -16.973 6.729
N -4.166 -21.934 10.768
S -2.973 -20.928 10.619
O -2.478 -20.399 11.846
O -3.013 -20.092 9.472
F -1.854 -22.058 10.258
S -5.406 -20.881 11.118
O -5.744 -19.975 10.083
O -5.460 -20.414 12.454
F -6.513 -22.014 11.030
*
```